{
  "formula": "C15H26ClNO10P2S4SbTc",
  "method": "wB97M-V/def2-TZVPD",
  "elements": ["Tc", "N", "C", "C", "P", "O", "O", "O", "P", "O", "O", "O", "H", "H", "H", "H", "H", "H", "H", "H", "S", "Sb", "S", "S", "S", "C", "C", "O", "C", "C", "H", "H", "H", "H", "H", "H", "H", "H", "H", "H", "C", "C", "C", "C", "Cl", "C", "C", "C", "O", "C", "C", "O", "O", "H", "H", "H", "H", "H", "H", "H", "H"],
  "coordinates": [[0.26841, 0.05100, -0.78613], [2.21591, 3.04519, 2.94170], [1.61758, 1.82067, 2.26913], [1.59537, 0.66044, 3.26555], [2.79945, 1.44917, 0.89000], [2.73595, 2.81288, 0.04332], [4.11657, 1.20670, 1.48289], [2.14019, 0.37214, 0.01406], [-0.03081, 2.36145, 1.64714], [-1.06593, 1.78019, 2.69977], [-0.01084, 3.82695, 1.54262], [-0.24938, 1.55425, 0.34989], [3.23880, 2.96010, 2.97623], [1.87237, 3.14945, 3.89885], [1.92623, 3.88013, 2.41282], [2.61090, 0.35318, 3.51752], [1.06367, -0.18700, 2.83841], [1.05723, 0.94287, 4.17172], [3.61171, 3.20161, -0.08780], [-1.68669, 2.43944, 3.03856], [1.39788, -2.88982, -3.10455], [-0.90013, -2.44213, -4.33364], [1.74371, -1.72401, -1.54183], [-1.32151, -0.93190, -1.54896], [-0.30608, -0.74412, -5.56031], [-1.34137, 2.36912, -3.66242], [-0.59481, 2.51340, -2.35934], [0.46366, 1.49442, -2.26007], [1.68690, 1.93816, -2.95253], [2.63587, 0.81897, -3.26346], [-2.10742, 3.14413, -3.71058], [-1.83922, 1.39961, -3.72499], [-0.69895, 2.48995, -4.53471], [-1.25092, 2.34569, -1.51412], [-0.12227, 3.48690, -2.23401], [2.13845, 2.69129, -2.31211], [1.34822, 2.40599, -3.87306], [3.11720, 0.42229, -2.36895], [3.43035, 1.21788, -3.89600], [2.14029, 0.03004, -3.83177], [-3.05311, -1.53689, 2.95424], [-2.96370, -2.32133, 1.67617], [-3.92869, -2.22222, 0.68251], [-3.82107, -2.94751, -0.49898], [-5.00207, -2.74448, -1.74534], [-2.76816, -3.81808, -0.68987], [-1.78101, -3.91696, 0.28811], [-1.87455, -3.15963, 1.44470], [-0.88422, -3.15662, 2.41469], [0.40777, -3.36058, 1.92454], [0.66589, -2.35370, 0.81535], [1.34726, -2.80264, -0.19798], [0.19040, -1.20950, 0.89252], [-4.03415, -1.07431, 3.04988], [-2.29383, -0.75125, 2.97788], [-2.88538, -2.17683, 3.81976], [-4.78105, -1.56896, 0.82560], [-2.72133, -4.42774, -1.58368], [-0.97175, -4.62058, 0.13871], [0.58878, -4.36294, 1.53776], [1.11745, -3.18388, 2.73463]],
  "mulliken_charge": [-0.30, -0.08, 0.62, -1.58, 0.73, -0.57, -0.73, 0.10, 0.79, -0.36, -0.86, -0.21, 0.38, 0.36, 0.38, 0.49, -0.01, 0.50, 0.33, 0.36, -0.16, 0.73, 0.33, -0.46, -0.31, -1.06, -0.41, 0.62, -0.16, -1.28, 0.42, 0.15, 0.34, 0.26, 0.40, 0.26, 0.50, 0.19, 0.52, 0.19, -1.31, 1.05, -0.63, -0.06, -0.17, -0.93, -0.51, 0.54, -0.46, -0.82, 0.87, -0.38, 0.11, 0.46, 0.08, 0.34, 0.43, 0.64, 0.46, 0.44, 0.42],
  "gap_ev": 4.97,
  "spin_multiplicity": 1,
  "charge": 2,
  "homo_ev": -13.76,
  "total_energy_ev": -121110.5314
}

{
  "formula": "C36H100N9O10Ti",
  "method": "wB97M-V/def2-TZVPD",
  "elements": ["Ti", "O", "H", "C", "C", "C", "O", "C", "N", "H", "H", "H", "H", "H", "H", "H", "H", "H", "H", "H", "C", "C", "C", "O", "C", "N", "H", "H", "H", "H", "H", "H", "H", "H", "H", "H", "H", "C", "C", "C", "O", "C", "N", "H", "H", "H", "H", "H", "H", "H", "H", "H", "H", "H", "C", "C", "C", "O", "C", "N", "H", "H", "H", "H", "H", "H", "H", "H", "H", "H", "H", "C", "C", "C", "O", "C", "N", "H", "H", "H", "H", "H", "H", "H", "H", "H", "H", "H", "C", "C", "C", "O", "C", "N", "H", "H", "H", "H", "H", "H", "H", "H", "H", "H", "H", "C", "C", "C", "O", "C", "N", "H", "H", "H", "H", "H", "H", "H", "H", "H", "H", "H", "C", "C", "C", "O", "C", "N", "H", "H", "H", "H", "H", "H", "H", "H", "H", "H", "H", "C", "C", "C", "O", "C", "N", "H", "H", "H", "H", "H", "H", "H", "H", "H", "H", "H"],
  "coordinates": [[-14.21138, -12.00113, 4.14719], [-12.39456, -12.87525, 3.00599], [-12.03656, -12.98118, 2.10314], [-17.14425, -9.47108, 10.20396], [-16.92080, -10.82036, 9.50350], [-15.48708, -11.27125, 9.71361], [-15.22489, -12.51670, 9.08817], [-13.89767, -12.97102, 9.28645], [-17.80194, -11.88538, 9.96908], [-17.01178, -9.70926, 11.25934], [-18.15806, -9.08719, 10.09032], [-16.39411, -8.77362, 9.83121], [-17.00754, -10.70402, 8.42320], [-15.37332, -11.29842, 10.79732], [-14.75118, -10.54131, 9.37639], [-13.31112, -12.48808, 8.50489], [-13.86789, -14.05474, 9.17340], [-13.54645, -12.91928, 10.31702], [-18.69485, -11.41698, 10.02760], [-17.89070, -12.58051, 9.24175], [-16.98664, -13.46854, 4.47857], [-16.82980, -13.06456, 5.92476], [-17.56315, -14.10872, 6.86564], [-18.97539, -13.86903, 6.71729], [-19.88226, -14.36107, 7.76739], [-15.41235, -12.89075, 6.23432], [-18.03099, -13.46412, 4.16645], [-16.55268, -14.46559, 4.40320], [-16.52941, -12.78211, 3.76593], [-17.16991, -12.03029, 5.97689], [-17.37926, -13.98783, 7.93320], [-17.34503, -15.16259, 6.69277], [-19.80797, -13.81409, 8.70728], [-19.48926, -15.36825, 7.90609], [-20.91509, -14.40230, 7.42148], [-15.30040, -12.55818, 7.18140], [-14.85737, -13.72824, 6.33783], [-8.97469, -16.72133, 1.94176], [-8.86573, -15.51992, 2.89810], [-7.42281, -15.01862, 2.97518], [-7.36130, -13.84824, 3.80716], [-6.11417, -13.13517, 4.05909], [-9.62874, -14.45235, 2.37016], [-8.76973, -16.59467, 0.87872], [-9.92222, -17.24139, 2.08260], [-8.23002, -17.50208, 2.09670], [-9.21177, -15.83471, 3.88261], [-7.11196, -14.65723, 1.99494], [-6.71622, -15.73658, 3.39156], [-6.30726, -12.16567, 4.51830], [-5.52642, -12.98028, 3.15429], [-5.58730, -13.69744, 4.83004], [-9.25630, -13.77555, 3.02080], [-10.60903, -14.34605, 2.58887], [-16.55148, -12.47364, 0.40831], [-15.08247, -12.80077, 0.75502], [-14.12642, -12.81869, -0.43908], [-14.10414, -11.53742, -1.09048], [-12.82867, -11.31866, -1.73211], [-14.55100, -11.78530, 1.65907], [-17.17817, -12.34230, 1.29042], [-16.98666, -13.26369, -0.20368], [-16.66307, -11.47609, -0.01660], [-15.06950, -13.69128, 1.38345], [-14.40869, -13.62196, -1.11965], [-13.20719, -13.14150, 0.04972], [-11.94818, -11.35729, -1.09074], [-12.99931, -10.47251, -2.39771], [-12.88810, -12.15031, -2.43420], [-14.38460, -11.03469, 1.00409], [-13.68070, -12.20566, 1.95232], [-10.78045, -10.74500, 7.99517], [-9.54646, -11.57418, 7.72111], [-9.60150, -12.83253, 8.61842], [-9.69667, -12.54726, 9.98182], [-10.04134, -13.68014, 10.75581], [-9.54906, -12.00766, 6.30032], [-10.60049, -9.72804, 7.64661], [-11.02262, -10.80452, 9.05627], [-11.58094, -11.14000, 7.36963], [-8.72685, -10.91750, 8.01284], [-8.73213, -13.44484, 8.37889], [-10.56374, -13.26026, 8.33690], [-9.59481, -14.58225, 10.33758], [-11.11925, -13.80998, 10.85250], [-9.63787, -13.38115, 11.72324], [-10.28277, -12.67153, 6.09773], [-8.72005, -12.56567, 6.15378], [-13.85664, -7.69970, 6.05812], [-14.43548, -9.03229, 5.46199], [-14.62882, -8.94546, 3.87609], [-15.53007, -9.96358, 3.32451], [-16.90636, -9.85848, 3.57576], [-13.55679, -10.18246, 5.82135], [-14.37346, -6.87578, 5.56603], [-12.77514, -7.72994, 5.92573], [-14.05408, -7.50265, 7.11182], [-15.40595, -9.15423, 5.94306], [-13.65832, -9.16804, 3.43260], [-14.85439, -7.91562, 3.59925], [-17.12277, -8.88865, 3.12778], [-17.22665, -9.75496, 4.61249], [-17.56747, -10.52849, 3.02610], [-12.72851, -10.00195, 5.27227], [-13.17195, -10.16268, 6.75495], [-10.58410, -8.05959, 3.92852], [-10.57541, -9.47874, 3.16627], [-9.16300, -9.87306, 2.69964], [-9.08553, -9.70800, 1.33566], [-8.08217, -10.46777, 0.74190], [-11.31606, -10.49664, 3.89672], [-11.53618, -7.70617, 4.32442], [-10.19553, -7.34287, 3.20504], [-10.06854, -7.99186, 4.88650], [-11.02414, -9.24257, 2.20141], [-8.91609, -10.89948, 2.97094], [-8.41610, -9.21523, 3.14404], [-7.91384, -11.47682, 1.11817], [-7.13522, -9.92934, 0.78048], [-8.21218, -10.45633, -0.34026], [-11.60510, -11.35323, 3.44638], [-10.63224, -10.86658, 4.54142], [-11.93031, -6.17629, -0.57022], [-11.67712, -7.41509, 0.31868], [-12.85003, -8.40799, 0.26920], [-13.92410, -7.74357, 0.80516], [-15.15683, -8.39807, 0.46887], [-10.45007, -8.02566, -0.22133], [-11.09107, -5.52124, -0.33636], [-12.81604, -5.57026, -0.37962], [-11.94924, -6.51027, -1.60762], [-11.37562, -7.01515, 1.28680], [-12.59924, -9.35568, 0.74574], [-13.07648, -8.75112, -0.74030], [-15.39170, -8.38385, -0.59543], [-15.97286, -7.97373, 1.05379], [-15.13111, -9.45750, 0.72392], [-9.66000, -7.44942, 0.03132], [-10.27439, -8.91304, 0.22788], [-13.44777, -15.59395, 5.20734], [-12.32258, -14.88611, 6.09358], [-11.61977, -15.84763, 7.12566], [-12.40525, -15.98896, 8.26038], [-11.97675, -17.05292, 9.11034], [-11.37589, -14.25076, 5.26660], [-14.10117, -14.92267, 4.65008], [-14.13212, -16.14678, 5.85088], [-13.00253, -16.33071, 4.53873], [-12.75011, -14.10918, 6.72738], [-10.68027, -15.41044, 7.46375], [-11.38567, -16.83993, 6.74011], [-12.16522, -18.03945, 8.68684], [-12.23783, -16.71502, 10.11321], [-10.91094, -16.97884, 9.32636], [-11.83745, -13.49336, 4.78348], [-11.19631, -14.89296, 4.50803]],
  "mulliken_spin": [2.14, 0.04, 0.00, 0.00, 0.00, 0.00, 0.00, -0.03, 0.00, 0.00, 0.00, 0.00, 0.00, 0.00, 0.00, 0.04, 0.00, 0.00, 0.00, 0.00, 0.43, -0.06, 0.00, 0.00, 0.00, -0.09, 0.02, 0.00, -0.13, 0.05, 0.00, 0.00, 0.00, 0.00, 0.00, 0.10, -0.08, 0.00, 0.00, 0.00, 0.00, 0.00, 0.00, 0.00, 0.00, 0.00, 0.00, 0.00, 0.00, 0.00, 0.00, 0.00, 0.00, 0.00, 0.01, 0.08, 0.01, 0.00, 0.00, 0.05, 0.00, 0.00, 0.00, 0.00, 0.00, 0.00, 0.00, 0.00, 0.00, 0.04, -0.12, -0.05, 0.00, 0.00, 0.00, 0.00, -0.03, 0.00, 0.00, 0.07, 0.00, 0.00, 0.00, 0.00, 0.00, 0.00, 0.01, -0.01, 0.00, 0.04, 0.19, -0.06, 0.07, 0.10, 0.00, 0.00, 0.00, -0.05, -0.09, 0.00, 0.01, -0.02, -0.01, -0.08, 0.04, 0.00, 0.02, 0.00, 0.00, 0.00, 0.09, 0.00, 0.00, 0.00, 0.00, 0.00, 0.00, 0.00, 0.00, 0.00, -0.08, -0.01, 0.00, 0.00, 0.00, 0.00, 0.00, 0.00, 0.00, 0.00, 0.00, 0.00, 0.01, 0.00, 0.00, 0.00, 0.00, 0.00, 0.00, 0.00, -0.05, 0.00, 0.00, 0.00, 0.01, 0.10, 0.01, 0.00, 0.13, 0.00, 0.00, 0.00, 0.00, 0.00, 0.09, 0.02],
  "gap_ev": [4.50, 9.04],
  "spin_multiplicity": 4,
  "charge": 0,
  "homo_ev": [-3.96, -8.51],
  "total_energy_ev": -95944.3652
}

{
  "formula": "C15H17Cl3N3O3PRhSi",
  "method": "wB97M-V/def2-TZVPD",
  "elements": ["Rh", "O", "C", "N", "C", "O", "C", "C", "C", "C", "C", "N", "C", "C", "C", "C", "C", "N", "H", "H", "H", "H", "H", "H", "H", "H", "C", "P", "C", "C", "O", "H", "H", "H", "H", "H", "H", "H", "H", "H", "Cl", "Si", "Cl", "Cl"],
  "coordinates": [[0.45965, -0.83679, 0.16409], [-0.92514, 2.16445, -2.07689], [-0.40988, 1.78194, -1.05884], [-0.78329, 0.65190, -0.34928], [-2.13351, 0.31216, -0.43565], [-3.03633, 1.07162, -0.67023], [-2.41880, -1.12984, -0.09930], [-3.71373, -1.60686, -0.08320], [-3.91532, -2.94734, 0.20667], [-2.82188, -3.75746, 0.47449], [-1.55460, -3.20498, 0.44359], [-1.36733, -1.91613, 0.15597], [0.63144, 2.73458, -0.46077], [0.52726, 4.05669, -0.88349], [1.38804, 5.01654, -0.39111], [2.35992, 4.65151, 0.53418], [2.42252, 3.33607, 0.91827], [1.57836, 2.39828, 0.43332], [-4.52147, -0.92277, -0.30056], [-4.91607, -3.35748, 0.22552], [-2.94465, -4.80502, 0.70865], [-0.66324, -3.77661, 0.65905], [-0.23947, 4.28867, -1.60616], [1.30085, 6.04319, -0.71986], [3.05461, 5.36594, 0.94857], [3.14428, 2.98479, 1.64085], [2.66008, -4.57784, -0.60111], [2.86673, -3.07669, 0.35005], [1.53604, -0.63896, -1.30095], [3.98341, -3.39850, 1.70497], [1.54170, -2.53262, 0.85606], [3.62157, -4.94735, -0.95603], [2.01676, -4.37329, -1.45594], [2.19419, -5.33645, 0.03053], [6.07075, -0.72577, -3.06607], [3.52673, -2.23999, -0.46897], [1.31451, 0.29019, -1.88427], [4.92715, -3.80192, 1.33893], [3.51689, -4.11870, 2.38000], [4.16933, -2.46919, 2.24782], [4.83298, -0.75776, -2.73312], [1.86609, 0.66082, 1.04193], [1.50653, 0.90657, 3.05400], [3.90009, 0.47272, 0.86307]],
  "mulliken_charge": [0.58, -0.53, 0.06, 0.13, -0.14, -0.60, 0.75, -0.63, -0.20, -0.79, -0.19, -0.17, 0.98, -0.80, -0.28, -0.94, -0.11, 0.24, 0.51, 0.44, 0.42, 0.52, 0.52, 0.45, 0.43, 0.40, -1.08, 0.87, -0.74, -0.97, -0.51, 0.42, 0.29, 0.34, 0.24, -0.03, 0.30, 0.39, 0.32, 0.26, -0.23, 0.65, -0.31, -0.27],
  "gap_ev": 7.26,
  "spin_multiplicity": 1,
  "charge": 1,
  "homo_ev": -11.02,
  "total_energy_ev": -84183.0020
}

{
  "formula": "C5H10N",
  "method": "wB97M-V/def2-TZVPD",
  "elements": ["C", "N", "C", "C", "C", "C", "H", "H", "H", "H", "H", "H", "H", "H", "H", "H"],
  "coordinates": [[0.18887, -1.40693, -1.36616], [0.37699, -0.68731, -0.08944], [-0.70927, -0.69719, 0.91337], [-1.01606, 0.47265, 1.46179], [-0.26136, 1.52962, 0.80239], [0.81593, 0.72690, -0.26358], [-0.64143, -0.84231, -1.96999], [0.95290, -0.99842, -2.05499], [0.21138, -2.46577, -1.21605], [1.09808, -1.19044, 0.32538], [-1.09525, -1.66806, 1.17183], [-1.94671, 0.88258, 1.97669], [-0.86484, 2.26394, 0.24978], [0.31371, 2.15845, 1.47631], [0.65989, 1.15853, -1.30297], [1.91716, 0.76375, -0.11435]],
  "mulliken_charge": [-0.96, 0.14, -0.48, -0.18, -0.48, -0.60, 0.36, 0.42, 0.35, 0.32, 0.44, 0.34, 0.36, 0.32, 0.31, 0.32],
  "gap_ev": 11.57,
  "spin_multiplicity": 1,
  "smiles": "C[N@@H+]1C=CCC1",
  "charge": 1,
  "homo_ev": -14.74,
  "total_energy_ev": -6828.5517
}

{
  "formula": "C2H2NO2P",
  "method": "wB97M-V/def2-TZVPD",
  "elements": ["C", "C", "N", "O", "O", "P", "H", "H"],
  "coordinates": [[0.83866, 0.76156, -0.01998], [-0.21154, -0.10853, 0.19311], [0.66555, -0.24430, -1.99837], [1.42020, 0.62793, -1.22666], [-1.49552, -0.48158, 2.00037], [-0.53853, -1.00882, -1.28618], [1.51022, 1.44911, 0.64287], [-2.18903, -0.99537, 1.69483]],
  "mulliken_charge": [-0.10, 0.22, -0.18, -0.11, -0.57, 0.13, 0.33, 0.27],
  "gap_ev": 8.79,
  "spin_multiplicity": 1,
  "charge": 0,
  "homo_ev": -10.76,
  "total_energy_ev": -16973.2080
}